Record 1
{
  "formula": "C15H44ClN8O12",
  "method": "wB97M-V/def2-TZVPD",
  "charge": -1,
  "lumo_energy_ev": 1.7242,
  "relative_energy_kcal_mol": 61.8,
  "total_energy_ha": -2398.71350,
  "gap_ev": 7.421,
  "symbols": ["Cl", "O", "O", "O", "O", "C", "O", "C", "C", "N", "C", "C", "O", "C", "H", "H", "H", "H", "H", "H", "H", "H", "H", "H", "H", "H", "H", "H", "H", "C", "O", "C", "C", "N", "C", "C", "O", "C", "H", "H", "H", "H", "H", "H", "H", "H", "H", "H", "H", "H", "H", "H", "H", "C", "O", "N", "N", "H", "H", "H", "H", "C", "O", "N", "N", "H", "H", "H", "H", "C", "O", "N", "N", "H", "H", "H", "H", "O", "H", "H"],
  "positions_angstrom": [[-1.33310, -4.35295, -2.61090], [-0.82744, -4.83132, -1.32828], [-0.77100, -3.09063, -3.00443], [-1.05156, -5.28703, -3.57792], [-2.75455, -4.27087, -2.53242], [8.91495, 5.73387, -2.60593], [7.66204, 5.22261, -3.13723], [6.71667, 5.23191, -2.01301], [5.45069, 4.45535, -2.45897], [5.76861, 3.02673, -2.52312], [4.84679, 2.37171, -3.44070], [5.38857, 1.01644, -4.11241], [6.40494, 1.37033, -5.09475], [6.81199, 0.33689, -5.93389], [9.37310, 5.24465, -1.74636], [8.80625, 6.76207, -2.26087], [9.64420, 5.78677, -3.41433], [6.40875, 6.26934, -1.88247], [7.07983, 4.79866, -1.08107], [5.14217, 4.82907, -3.43532], [4.66796, 4.63903, -1.72297], [6.68165, 2.99745, -2.95394], [4.64152, 3.09254, -4.23213], [3.85046, 2.20388, -3.03171], [4.63036, 0.38825, -4.57995], [5.80443, 0.37664, -3.33406], [7.85486, 0.60382, -6.10500], [6.09814, 0.29132, -6.75635], [6.78909, -0.67434, -5.52768], [-0.76234, -1.89499, 7.51666], [-0.13939, -3.11137, 7.33924], [1.16144, -3.01783, 6.77748], [1.45615, -2.44213, 5.41097], [1.43748, -0.97426, 5.49352], [1.96007, -0.30049, 4.28678], [1.42195, 1.13929, 4.26677], [0.06150, 1.10716, 4.48657], [-0.61855, 2.24634, 3.84197], [-0.14439, -1.11656, 7.96418], [-1.68263, -1.98351, 8.09401], [-1.00017, -1.65370, 6.48065], [1.39145, -4.08285, 6.74713], [1.76654, -2.50223, 7.52320], [0.71849, -2.74702, 4.66867], [2.35949, -2.90665, 5.01564], [0.52349, -0.55616, 5.59306], [1.65282, -0.74555, 3.34041], [3.05002, -0.29583, 4.27842], [1.77302, 1.52694, 3.31044], [2.05326, 1.48870, 5.08374], [-0.70247, 2.03448, 2.77606], [-0.14467, 3.22611, 3.90203], [-1.62285, 2.45721, 4.20940], [-5.08871, -1.06923, 2.85057], [-5.51498, -2.20788, 2.98477], [-3.90611, -0.81065, 2.39198], [-5.76418, 0.03560, 3.14431], [-3.19887, -1.52690, 2.30888], [-3.53927, 0.10119, 2.62450], [-5.52407, 0.93179, 2.74520], [-6.67605, -0.10729, 3.55440], [-11.09736, -4.26062, -1.20857], [-11.79313, -5.00917, -0.47825], [-9.87665, -4.22355, -1.12529], [-11.42328, -3.37897, -2.17483], [-9.51293, -3.60910, -1.83961], [-9.40739, -4.82300, -0.46154], [-10.86493, -2.62278, -2.54431], [-12.39528, -3.26032, -2.42228], [-6.58272, 1.51340, -4.03397], [-7.37478, 0.64474, -4.26253], [-5.60128, 1.33900, -3.15478], [-6.35968, 2.56251, -4.71100], [-4.97708, 2.10075, -2.93073], [-5.47184, 0.36421, -2.92430], [-6.88624, 2.79328, -5.54141], [-5.69700, 3.25718, -4.39733], [3.60903, -6.19573, -3.62831], [3.52741, -5.85066, -2.73921], [2.72760, -6.12547, -3.99487]],
  "forces_ev_per_angstrom": [[-1.01, 0.97, 2.72], [0.30, 0.84, -0.27], [0.39, 0.71, 0.53], [1.76, -3.36, -3.50], [-1.34, 0.89, 0.52], [-0.23, 0.67, -0.97], [0.92, -0.08, 2.73], [-1.34, -0.10, -1.92], [1.39, -0.04, 0.74], [-0.24, -0.02, -0.02], [0.13, -1.33, -1.56], [0.41, 1.62, 0.29], [-1.21, 0.36, 2.14], [-0.05, -0.12, 0.13], [-0.42, -0.85, -0.09], [-0.39, 0.31, -0.06], [-0.13, -0.32, -0.08], [0.16, 0.18, 0.39], [0.49, -0.01, -0.15], [-0.15, 0.25, -0.14], [-0.17, 0.01, -0.04], [0.28, -0.26, -0.16], [-0.01, -0.20, -0.73], [0.17, -0.29, 0.60], [-0.49, 0.47, -0.17], [0.39, 0.06, 0.17], [-0.14, -0.37, -1.03], [0.56, 0.10, -0.75], [0.06, -0.03, 0.68], [-0.69, 0.64, -1.15], [0.37, -0.88, 0.28], [0.20, -1.55, 0.75], [-1.96, 0.92, 0.04], [1.66, 0.60, -1.19], [-0.77, -0.37, -0.04], [2.71, -1.90, 0.25], [-1.80, 2.38, -0.60], [0.16, -0.59, -0.26], [0.31, 0.03, 0.08], [0.08, -0.31, -0.02], [-0.67, 1.20, 0.12], [0.63, 0.02, 0.03], [0.47, 0.04, -0.08], [-0.43, -0.41, -0.03], [0.52, 0.67, 0.38], [-0.34, -0.79, 0.31], [-0.25, -0.65, -0.10], [0.10, 0.13, 0.11], [-0.46, 0.58, -0.05], [-0.65, 1.46, 0.35], [0.00, -0.16, -0.11], [0.79, -0.25, 0.45], [0.03, -0.83, 0.46], [-1.66, -2.88, 0.48], [-0.44, 0.13, 0.31], [4.55, 1.29, -1.36], [-2.11, 1.89, 1.04], [-0.47, -0.14, -0.09], [0.20, -0.23, -0.21], [-0.23, -0.32, 0.16], [0.15, 0.24, -0.31], [-6.70, -1.80, 1.77], [-0.25, 1.40, -1.68], [8.77, -0.11, 0.96], [-4.29, 1.47, -2.21], [1.76, -0.77, 0.83], [0.42, 0.41, -0.39], [0.21, -0.40, 0.49], [0.12, -0.18, 0.23], [0.93, -3.33, 1.16], [-2.15, -1.20, -0.58], [1.13, -0.86, 2.63], [-0.25, 6.16, -4.01], [0.20, -0.88, 0.11], [0.45, 0.44, 0.61], [-0.14, -0.10, 0.41], [-0.18, -0.28, -0.32], [0.38, -0.12, -0.13], [-0.11, 0.09, 0.20], [-0.34, 0.05, -0.06]]
}



Record 2
{
  "formula": "C15H44FN15O11S",
  "method": "wB97M-V/def2-TZVPD",
  "smiles": "CCCCN[C@H]1OS(=O)(=O)C[C@@H](F)[C@@H]1O.NC(N)=O.NC(N)=O.NC(N)=O.NC(N)=O.NC(N)=O.NC(N)=O.NC(N)=O",
  "charge": 0,
  "lumo_energy_ev": 0.1379,
  "total_energy_ha": -2745.28140,
  "gap_ev": 9.237,
  "symbols": ["C", "C", "C", "C", "N", "C", "O", "S", "O", "O", "C", "C", "F", "C", "O", "H", "H", "H", "H", "H", "H", "H", "H", "H", "H", "H", "H", "H", "H", "H", "H", "C", "O", "N", "N", "H", "H", "H", "H", "C", "O", "N", "N", "H", "H", "H", "H", "C", "O", "N", "N", "H", "H", "H", "H", "C", "O", "N", "N", "H", "H", "H", "H", "C", "O", "N", "N", "H", "H", "H", "H", "C", "O", "N", "N", "H", "H", "H", "H", "C", "O", "N", "N", "H", "H", "H", "H"],
  "positions_angstrom": [[0.69005, -1.07650, 3.75209], [-0.77403, -0.98971, 3.31581], [-0.92647, -1.45189, 1.86470], [-2.14500, -0.89952, 1.13197], [-2.30305, 0.55470, 1.08353], [-1.27350, 1.29660, 0.49206], [-0.22051, 1.56525, 1.49671], [1.10680, 2.26393, 1.06107], [1.26359, 3.42971, 1.85988], [2.13818, 1.29890, 1.07754], [0.81325, 2.74884, -0.60704], [0.29089, 1.59892, -1.44709], [1.37762, 0.85412, -1.90628], [-0.67961, 0.65803, -0.74037], [-1.75184, 0.31844, -1.60031], [0.78898, -1.23587, 4.82051], [1.16525, -1.92022, 3.25715], [1.24593, -0.20121, 3.43376], [-1.33729, -1.65877, 3.95973], [-1.11770, 0.02588, 3.43916], [-1.04546, -2.53284, 1.88084], [0.00814, -1.26079, 1.33951], [-3.01867, -1.28774, 1.64870], [-2.18315, -1.32083, 0.13249], [-2.55586, 0.93813, 1.98740], [-1.67622, 2.26612, 0.19216], [0.15132, 3.60399, -0.62921], [1.79295, 3.04525, -0.96337], [-0.20873, 1.99867, -2.31838], [-0.08175, -0.22800, -0.52600], [-1.41212, 0.21178, -2.49868], [2.60241, 4.41135, 5.55058], [1.64466, 5.02252, 6.00954], [2.50650, 3.72153, 4.38436], [3.81615, 4.37561, 6.18140], [3.25909, 3.21770, 3.95416], [1.61897, 3.72018, 3.92564], [3.90038, 4.87599, 7.04538], [4.60730, 3.87623, 5.82404], [3.15498, -2.45093, -0.09478], [2.51956, -2.57560, 0.93625], [3.05715, -1.37881, -0.92994], [4.03060, -3.41951, -0.53621], [3.56921, -1.30999, -1.79377], [2.44940, -0.62786, -0.65796], [4.14261, -4.24346, 0.02300], [4.56196, -3.32242, -1.38399], [-0.72066, -5.19195, 0.24488], [-1.67408, -4.77356, 0.87370], [-0.86897, -5.86511, -0.94171], [0.56902, -5.01258, 0.66341], [-0.10104, -6.21932, -1.47760], [-1.80402, -6.00150, -1.27714], [0.71269, -4.49654, 1.51224], [1.36753, -5.33934, 0.15540], [-2.47040, 4.10705, 4.26405], [-2.82849, 3.35023, 3.37196], [-1.24592, 4.69811, 4.28171], [-3.29119, 4.42186, 5.31234], [-0.92032, 5.31957, 4.99999], [-0.62766, 4.47686, 3.52066], [-4.20077, 4.00131, 5.32607], [-3.02169, 5.03491, 6.05744], [-4.25170, -2.63328, -3.20578], [-4.50517, -3.25734, -4.22252], [-3.12155, -1.87836, -3.06471], [-5.07888, -2.64154, -2.11509], [-2.89720, -1.35800, -2.23308], [-2.49341, -1.85395, -3.84556], [-5.91659, -3.18731, -2.17919], [-4.88273, -2.13971, -1.26936], [3.43666, -3.07206, -4.50360], [4.18612, -2.24185, -4.00819], [3.26444, -3.19316, -5.85221], [2.72366, -3.93253, -3.72192], [2.65290, -3.86529, -6.27407], [3.78255, -2.56705, -6.43910], [2.85219, -3.82146, -2.73327], [2.09255, -4.63076, -4.06512], [-1.29604, 2.98827, -5.39874], [-1.32513, 1.99201, -4.69536], [-0.19422, 3.33006, -6.13231], [-2.36417, 3.83210, -5.50417], [-0.14868, 4.14086, -6.71913], [0.60136, 2.72248, -6.07586], [-3.18634, 3.59808, -4.97956], [-2.36754, 4.65390, -6.07723]],
  "forces_ev_per_angstrom": [[-0.12, -0.26, -0.26], [0.57, -0.41, -0.13], [0.00, 0.01, 0.27], [0.10, -0.26, 0.61], [0.24, -0.43, -0.08], [-1.06, 0.19, 0.04], [0.14, 0.00, -0.29], [-0.60, 0.14, 0.22], [-0.03, 0.84, 0.35], [1.02, -0.92, -0.20], [0.06, -0.29, 0.00], [0.06, 0.22, 0.07], [0.00, -0.01, -0.10], [0.42, -0.37, -0.67], [-0.07, 0.05, -0.10], [0.06, 0.24, 0.21], [0.11, -0.18, -0.02], [0.13, 0.21, 0.08], [-0.43, 0.11, 0.10], [-0.28, 0.32, 0.19], [0.07, -0.21, -0.19], [0.06, 0.15, -0.17], [-0.27, 0.04, 0.02], [-0.01, 0.10, -0.21], [-0.14, 0.23, -0.18], [0.04, 0.24, 0.23], [-0.20, 0.14, 0.10], [0.14, 0.15, -0.16], [-0.10, 0.19, -0.39], [-0.10, -0.16, 0.46], [-0.01, 0.19, -0.01], [-0.30, -0.07, -0.06], [0.12, 0.09, 0.10], [0.26, 0.02, 0.27], [0.00, 0.05, 0.00], [0.01, 0.02, 0.03], [-0.05, -0.03, -0.18], [-0.02, 0.01, 0.00], [-0.02, -0.03, -0.02], [0.13, 0.20, -0.41], [-0.04, -0.05, 0.14], [-0.08, -0.17, 0.20], [-0.13, -0.25, -0.23], [-0.01, -0.05, -0.05], [0.07, 0.09, 0.07], [0.07, 0.07, 0.09], [0.12, 0.11, 0.07], [0.36, 0.05, -0.04], [-0.20, 0.04, 0.07], [-0.03, -0.01, -0.01], [-0.30, -0.22, 0.01], [0.02, -0.01, 0.04], [-0.01, 0.02, 0.00], [0.10, 0.15, -0.10], [0.00, 0.08, -0.03], [0.02, 0.06, 0.03], [0.02, -0.12, -0.09], [0.03, 0.01, -0.22], [-0.06, 0.02, 0.02], [0.10, -0.15, 0.08], [-0.01, 0.01, 0.03], [0.02, -0.01, -0.01], [0.04, -0.02, 0.00], [0.02, 0.01, 0.10], [0.00, -0.03, -0.03], [-0.01, -0.04, 0.05], [-0.01, 0.03, -0.03], [-0.04, 0.00, -0.03], [-0.04, -0.01, -0.03], [0.00, -0.01, -0.01], [0.04, -0.01, -0.01], [-0.11, -0.06, 0.01], [0.07, 0.07, 0.08], [0.05, 0.03, 0.07], [0.07, -0.02, -0.04], [-0.02, -0.01, 0.03], [0.01, 0.01, 0.01], [-0.15, -0.07, 0.17], [-0.01, 0.05, -0.08], [-0.04, 0.10, -0.11], [0.11, -0.15, 0.24], [-0.02, 0.01, 0.05], [0.05, 0.00, 0.03], [-0.02, 0.00, 0.00], [-0.01, -0.02, 0.00], [0.00, -0.02, 0.00], [0.01, -0.01, -0.02]]
}